31
Properties=species:S:1:pos:R:3:forces:R:3 method="wB97M-V/def2-TZVPD" mol_weight_g_mol=400.504 spin_multiplicity=3 relative_energy_kcal_mol=1.71 charge=+2
C 3.75190 -1.35422 -0.49829 2.0 -4.3 -1.4
I 3.03089 0.86681 0.44437 -2.0 4.1 2.2
H 3.16552 -1.40458 -1.43273 0.3 0.3 0.3
H 4.26905 -2.32100 -0.42478 -0.1 -0.3 -0.2
H 4.55120 -0.60181 -0.52494 -0.5 -0.8 -0.3
V -2.17830 0.51596 0.04261 -0.7 0.2 1.1
P -1.00994 0.32043 -1.92293 -0.3 -0.7 -2.1
C 0.57747 0.81173 -2.59084 0.6 0.3 0.2
C -1.53660 -1.20425 -2.77004 0.2 -0.2 0.4
H -3.05022 1.63929 -1.63869 -0.3 0.3 -0.6
H -2.77136 1.15790 -3.36717 -0.3 0.1 0.4
H -1.82387 2.48696 -2.66624 -0.2 0.0 0.3
C -2.29523 1.52316 -2.45058 0.4 0.0 0.1
H -2.44265 -1.59682 -2.28755 0.2 0.0 -0.2
H -1.73763 -1.00367 -3.82838 0.1 0.0 0.2
H 0.47383 1.72569 -3.19034 0.0 -0.2 0.2
H 0.97238 0.00854 -3.22660 -0.1 0.2 0.2
H -0.72273 -1.93234 -2.67341 -0.3 0.0 -0.1
H 1.25384 0.99920 -1.74326 0.0 0.0 -0.5
C 2.84394 -1.21840 0.63838 -0.2 -0.3 0.3
O 2.23669 -1.95376 1.35665 0.6 1.3 -1.0
Cl -4.05576 -0.55912 0.16512 0.7 0.3 -0.1
N -0.94405 -0.98633 2.25371 0.0 0.8 0.0
C -0.14622 -0.85315 3.32818 -0.4 0.5 -0.8
C 0.43279 0.41328 3.26429 -0.2 0.5 -0.6
C -0.08019 1.04062 2.11826 -0.1 -1.0 1.1
N -0.96839 0.20931 1.51550 0.1 -1.5 0.8
H -1.57169 -1.76148 2.02378 0.3 0.5 0.1
H -0.07898 -1.62389 4.09028 0.1 0.1 -0.3
H 1.14061 0.83542 3.95669 0.0 0.0 0.0
H 0.13108 2.01315 1.69356 0.0 -0.1 0.2


27
Properties=species:S:1:pos:R:3:forces:R:3 method="wB97M-V/def2-TZVPD" mol_weight_g_mol=267.134 relative_energy_kcal_mol=168.55 charge=+1
C 1.42721 1.12330 0.34903 0.8 0.8 -0.3
C 2.21393 0.83850 1.32479 -0.2 -1.2 1.8
C 0.53298 2.41947 -2.19633 -2.5 1.3 1.1
C -0.26360 2.17781 -0.88837 -0.9 -0.9 -3.1
C 0.63059 -2.13827 0.88780 -2.4 -0.7 -2.6
C -1.68388 -0.92410 0.78559 -2.6 -3.0 -3.3
C 0.17803 -0.44730 -0.90039 -2.5 2.8 -0.7
C -0.42071 -1.48982 0.02128 -2.4 -0.6 -1.6
N 1.89832 2.72755 -2.10933 1.0 1.2 0.8
N 0.12315 0.89691 -0.18243 0.1 1.7 2.7
I 2.35026 4.52861 -1.25466 -0.2 -0.4 -0.3
H 2.16556 0.19279 2.23418 -1.3 -0.1 -0.8
H 3.17532 1.22792 1.50021 1.3 1.2 -0.9
H 0.57540 1.53289 -2.69809 -0.4 -2.6 -1.8
H -0.25606 3.04003 -2.72753 1.7 0.2 0.0
H -0.05296 2.94590 -0.27113 1.1 2.4 2.5
H -1.34143 2.40200 -1.11979 0.6 -1.6 0.4
H 0.64262 -1.78287 1.80420 0.3 2.4 4.4
H 1.50921 -2.03322 0.40916 3.3 0.4 -1.2
H 0.53117 -3.15161 1.08435 -0.8 -2.2 -0.2
H -1.50918 -0.22088 1.48145 1.0 2.6 2.6
H -2.55164 -0.54402 0.13145 1.7 -0.1 0.3
H -2.32285 -1.64933 1.33810 1.2 -0.3 -0.2
H 1.19554 -0.50465 -1.12824 1.6 -0.8 -0.3
H -0.30444 -0.14254 -1.88024 -0.2 -1.4 1.1
H -0.81109 -2.14932 -0.80962 0.2 -0.2 1.4
H -0.48470 0.94632 0.70511 0.5 -0.9 -1.7


32
Properties=species:S:1:pos:R:3:forces:R:3 method="wB97M-V/def2-TZVPD" mol_weight_g_mol=269.187 e_tot_ha=-1889.48492 spin_multiplicity=2 charge=+1
Mn -0.64192 -1.08308 -0.07953 -0.4 0.2 -0.1
N 0.70463 -0.87751 3.80847 0.0 0.0 0.0
C 0.54601 -0.87352 2.48163 0.0 0.0 0.0
O -0.59135 -0.86093 1.98287 0.1 0.0 0.0
C 1.75586 -0.84834 1.58765 -0.1 0.0 0.0
C 1.35496 -1.33409 0.19075 0.0 -0.2 0.1
H -0.10682 -0.87242 4.40428 0.0 0.0 0.0
H 1.61826 -0.90383 4.22374 0.0 0.0 0.0
H 2.58529 -1.39368 2.04775 0.0 0.0 0.0
H 2.07065 0.20239 1.56922 0.0 0.0 0.0
H 1.51780 -2.41515 0.12470 0.1 0.0 0.0
H 1.99692 -0.88635 -0.57419 0.0 0.1 0.0
N -1.86363 -3.89836 0.51765 0.0 0.0 0.0
C -1.38438 -2.87225 0.27588 0.2 -0.1 0.0
H -2.28009 -4.77627 0.74745 0.0 0.0 0.0
C -0.47260 -1.13140 -4.68648 0.0 0.0 0.0
C -0.53504 -1.12604 -3.23407 0.0 0.0 -0.1
N -0.58456 -1.12370 -2.09168 -0.1 0.0 0.3
H -0.05604 -2.07621 -5.03076 0.0 0.0 0.0
H 0.15827 -0.31352 -5.02961 0.0 0.0 0.0
H -1.47470 -1.00965 -5.09362 0.0 0.0 0.0
C 0.83276 3.43359 0.21261 0.0 0.0 0.0
N 0.20855 2.13469 0.04619 0.0 0.0 0.0
C -1.11781 1.90163 0.08778 0.0 0.0 0.0
N -1.93858 2.95036 0.28850 0.0 0.0 0.0
O -1.58679 0.75621 -0.05483 0.2 0.0 -0.1
H 1.91072 3.30704 0.16818 0.0 0.0 0.0
H 0.58721 3.86955 1.18265 0.0 0.0 0.0
H 0.54535 4.12614 -0.58136 0.0 0.0 0.0
H 0.78064 1.32970 -0.15304 0.0 0.0 0.0
H -1.61387 3.89717 0.34495 0.0 0.0 0.0
H -2.92567 2.76782 0.31626 0.0 0.0 0.0


25
Properties=species:S:1:pos:R:3:forces:R:3 method="wB97M-V/def2-TZVPD" mol_weight_g_mol=126.223 relative_energy_kcal_mol=79.65 charge=+1
C -2.33093 -1.93296 0.83373 -1.0 0.2 -0.1
C 0.04043 0.88892 0.48256 -0.1 -2.6 -0.6
C -1.21999 0.19214 -0.10816 0.2 -1.8 0.7
C 0.31739 2.21895 -0.21908 2.4 -0.7 3.4
C -1.75953 0.68450 -1.41887 -1.8 -3.1 2.6
C 1.30026 -1.13434 1.67186 -4.7 1.3 0.1
C 1.35664 -0.79445 -0.94713 -0.3 -0.1 -0.3
C 1.24500 -0.18843 0.46164 -2.6 0.4 -0.9
N -1.84097 -0.83087 0.44057 0.7 0.8 -0.3
H -3.41588 -2.11360 1.20970 1.9 1.1 -0.3
H -1.76186 -2.87083 0.77405 0.1 0.4 -0.4
H -0.16633 0.88583 1.50918 -0.3 1.1 1.7
H 0.21112 2.08993 -1.21082 0.2 -0.2 -3.4
H 1.34137 2.71150 -0.00950 -1.8 -0.9 0.0
H -0.49351 2.77090 0.10623 -1.3 2.2 0.5
H -2.42382 1.42089 -0.99499 -0.9 0.5 -0.6
H -2.23029 -0.17731 -1.91343 -0.2 0.8 -0.2
H -1.02018 1.13737 -1.92555 2.1 1.3 -2.2
H 2.20706 -1.51976 1.77183 4.1 -1.9 0.0
H 0.58069 -2.01221 1.47752 0.9 1.3 0.8
H 1.17527 -0.62508 2.71125 -0.5 -0.7 -1.9
H 0.72136 -1.71648 -0.92401 1.0 0.3 -0.6
H 2.46735 -0.93534 -1.08651 -1.4 -0.6 -0.5
H 0.93464 -0.10502 -1.79372 1.0 -1.1 1.6
H 2.03939 0.45051 0.45369 2.3 1.9 0.8


26
Properties=species:S:1:pos:R:3:forces:R:3 method="wB97M-V/def2-TZVPD" mol_weight_g_mol=140.230 relative_energy_kcal_mol=67.82
C 2.26394 -0.06019 0.38558 -3.3 -2.7 -2.5
C 0.62060 -0.65020 0.28801 4.5 -1.3 0.9
C 3.10344 -1.07914 -0.39406 0.5 1.3 -0.1
C -2.52028 -0.90202 0.87184 0.2 -1.0 0.9
C -0.51924 1.36117 1.03176 2.9 2.1 0.3
C 0.04138 0.96260 -1.47782 -0.5 -0.2 0.7
C -1.78021 -0.36563 -0.33904 0.5 1.8 0.7
C -0.39322 0.31033 -0.03165 -1.8 1.4 -3.5
N 2.41414 1.09904 0.76458 -1.4 0.9 1.3
N 0.52762 -1.91205 0.42813 2.8 1.7 0.3
H 2.61418 -1.08771 -1.45557 1.1 -0.2 1.9
H 2.92629 -2.01526 0.14891 0.3 -0.1 -0.7
H 4.21214 -0.77320 -0.41733 -1.7 -0.6 -0.1
H -1.91330 -0.92924 1.83552 -0.6 -0.6 -1.4
H -3.12917 -1.81806 0.68338 1.0 0.2 0.2
H -3.29782 -0.23213 1.10724 -0.9 1.2 0.4
H -0.45000 0.85081 1.96381 -0.2 -0.1 1.0
H -1.42231 1.85977 0.92104 -2.0 0.8 0.0
H 0.27872 2.24867 1.10961 -1.4 -2.4 -0.6
H -0.78353 1.56608 -1.87457 0.0 0.4 0.7
H 0.86938 1.61097 -1.14302 -0.1 -0.3 -1.2
H 0.17128 0.29193 -2.39972 0.6 0.3 1.8
H -2.43279 0.40350 -0.82198 0.6 -0.6 0.2
H -1.48925 -1.05697 -1.08244 -0.3 -1.3 -0.8
H 3.30287 1.49837 0.83632 2.0 0.3 -0.3
H -0.38795 -2.18942 0.37517 -3.0 -1.1 -0.2


27
Properties=species:S:1:pos:R:3:forces:R:3 method="wB97M-V/def2-TZVPD" mol_weight_g_mol=156.229 relative_energy_kcal_mol=98.80 charge=+2
C -1.41159 0.09610 -0.72344 -2.3 1.2 1.0
C 0.98038 -1.88928 1.61216 -0.3 -0.3 -2.2
C -1.54436 0.65123 0.49791 0.9 -0.5 0.5
C 0.94736 0.46178 1.17571 -0.9 3.3 -1.6
C -0.49208 1.10454 1.54440 1.4 -3.3 -2.7
C 0.67235 -0.98796 -0.72824 1.7 1.5 -1.5
C -0.37029 2.53926 1.73939 -1.4 3.2 1.1
C 0.02890 0.14984 -2.80870 -1.1 -0.2 0.6
N -0.20837 -0.19124 -1.36846 3.7 -2.4 1.5
N 0.85489 -0.95153 0.72763 -0.8 0.8 2.0
O 1.82945 -1.43377 -1.21492 -1.9 0.8 4.2
H -2.26928 -0.14574 -1.37572 0.3 0.2 0.6
H 0.93359 -2.89736 1.31004 -0.2 -1.2 -0.8
H 1.13540 -1.82836 2.66840 0.2 1.3 0.5
H -2.51891 0.71133 0.95511 -0.5 0.2 -0.6
H -1.26387 -2.69653 -1.57483 2.8 -1.6 1.5
H 1.29625 1.06776 0.25536 -0.2 -1.0 1.6
H 1.63344 0.67845 2.00047 0.1 -0.8 -0.2
H -0.69821 0.66845 2.49164 -0.9 -0.6 0.8
H -0.54424 -3.07785 -1.19648 -2.9 1.3 -1.5
H 0.13122 2.68564 2.71065 -0.1 0.3 -0.4
H -1.43576 3.02370 1.86567 2.1 -0.9 -0.3
H 0.19177 3.11344 0.98562 -0.4 -0.4 0.0
H -0.23689 -0.71299 -3.39561 -0.3 -0.2 -0.5
H 1.03398 0.42334 -2.98424 1.3 0.1 0.2
H -0.54647 1.03704 -3.06339 -0.4 -0.3 0.1
H 1.87134 -1.59930 -2.10613 0.1 -0.6 -4.0